<w>
A cluster of 2 separate species, C6H15OPS in total. Source: the Open Molecules 2025 dataset; level of theory: ωB97M-V with the def2-TZVPD basis set.

Summary:
Molecular weight, g mol⁻¹: 166.2
Frontier orbital gap (alpha / beta), eV: 9.68 / 4.40

Positions of all 24 atoms, in Å:
C (-0.7405, -3.2554, -0.4975)
C (0.9778, 3.5835, -0.1111)
C (0.9082, -1.2030, 1.0807)
C (-0.1455, -1.9258, -1.0443)
C (0.2197, 2.2400, -0.0249)
C (0.0308, -0.7780, -0.0553)
O (2.4424, 0.5121, -0.6554)
P (0.9569, 0.6619, -0.6811)
S (-2.8924, 1.5496, 1.0840)
H (-1.8036, -3.4067, -0.5967)
H (-0.2741, -4.0750, -0.9790)
H (-0.5297, -3.3035, 0.5284)
H (1.7829, 3.6574, -0.8526)
H (0.1999, 4.2738, -0.4747)
H (1.4498, 3.8867, 0.8338)
H (0.2294, -1.5383, 1.9388)
H (1.5817, -1.9956, 0.9428)
H (1.5094, -0.3563, 1.4472)
H (-0.8344, -1.8171, -1.9056)
H (0.8742, -2.1949, -1.3665)
H (-0.7299, 2.4374, -0.5770)
H (-0.1106, 2.0461, 1.0562)
H (-0.9300, -0.4119, 0.2192)
H (-4.1724, 1.4128, 0.6909)

Atom charges from the natural (NBO) analysis, given in e for atoms 1 to 4: C -0.603; C -0.614; C -0.622; C -0.395

=====

<x>
A cluster of 2 separate species, C6H15OPS in total. Source: the Open Molecules 2025 dataset; level of theory: ωB97M-V with the def2-TZVPD basis set.

Summary:
Molecular weight, g mol⁻¹: 166.2
Frontier orbital gap, eV: 9.30
SMILES: CCP(O)S.C=CCC

Positions of all 24 atoms, in Å:
C (2.5824, 2.2725, -1.7294)
C (2.2292, 1.9009, -0.2726)
P (1.0262, 0.4826, 0.0194)
O (1.2080, -0.0177, 1.6019)
S (2.1705, -0.9314, -1.0401)
H (3.3159, 3.1518, -1.9367)
H (3.0198, 1.3618, -2.4603)
H (1.6674, 2.5971, -2.1721)
H (1.9300, 2.7559, 0.3496)
H (3.2175, 1.4854, 0.1371)
H (1.9883, -0.5928, 1.5853)
H (1.1993, -0.9658, -2.0629)
C (-0.8522, -2.4515, -0.2102)
C (-1.2081, -1.4182, 0.5539)
C (-2.4796, -0.6174, 0.2801)
C (-3.2128, -0.3473, 1.6056)
H (-0.0152, -3.0424, 0.1579)
H (-1.3685, -2.7988, -1.1599)
H (-0.7682, -0.9433, 1.3874)
H (-2.2483, 0.3551, -0.2617)
H (-3.0576, -1.3689, -0.2179)
H (-3.5759, -1.2773, 2.0878)
H (-2.7003, 0.1613, 2.3685)
H (-4.0676, 0.2484, 1.3892)

Atom charges from the natural (NBO) analysis, given in e for atoms 1 to 4: C -0.624; C -0.764; P 0.994; O -0.972

=====

Q: Which of them is the least stable? A: <w>.

=====

<w>
The molecule C2H3Cl3Si. Source: the Open Molecules 2025 dataset; level of theory: ωB97M-V with the def2-TZVPD basis set.

Summary:
Molecular weight, g mol⁻¹: 161.5
Frontier orbital gap (alpha / beta), eV: 7.76 / 8.23
SMILES: [SiH3]C(Cl)=C(Cl)Cl

Positions of all 9 atoms, in Å:
Si (-0.1628, -0.2968, 0.0483)
C (-1.9807, -0.2973, 0.6591)
Cl (-2.1864, -1.3079, 2.0899)
C (-3.3466, 0.7806, 0.4287)
Cl (-4.7886, 0.3553, 1.2125)
Cl (-3.2903, 1.7581, -0.9204)
H (-0.5338, 0.0817, -1.2831)
H (0.0638, -1.7427, 0.2096)
H (0.8416, 0.7418, 0.4575)

Atom charges from the natural (NBO) analysis, given in e for atoms 1 to 4: Si 0.853; C -0.452; Cl -0.010; C -0.175

=====

<x>
The molecule C2H3Cl3Si. Source: the Open Molecules 2025 dataset; level of theory: ωB97M-V with the def2-TZVPD basis set.

Summary:
Molecular weight, g mol⁻¹: 161.5
Frontier orbital gap (alpha / beta), eV: 7.85 / 8.07
SMILES: [SiH3]C(Cl)=C(Cl)Cl

Positions of all 9 atoms, in Å:
Si (0.5305, 0.3872, -1.3850)
C (0.5205, 0.0883, 0.5049)
Cl (1.7752, -0.0102, 1.6263)
C (-0.9361, -0.5446, 1.1259)
Cl (-0.8553, -1.0557, 2.7221)
Cl (-2.2960, -0.7104, 0.1708)
H (-0.1515, 1.7271, -1.4735)
H (-0.5522, -0.6317, -1.6953)
H (1.9648, 0.7501, -1.5962)

Atom charges from the natural (NBO) analysis, given in e for atoms 1 to 4: Si 0.792; C -0.507; Cl 0.069; C -0.206

=====

Q: Which of them is the least stable? A: <w>.

=====

<w>
A cluster of 2 separate species, C3H6OSe in total. Source: the Open Molecules 2025 dataset; level of theory: ωB97M-V with the def2-TZVPD basis set.

Summary:
Molecular weight, g mol⁻¹: 137.0
Frontier orbital gap, eV: 9.58

Positions of all 11 atoms, in Å:
C (0.4525, -1.3537, 0.5565)
C (0.4979, 1.0352, -0.4301)
C (-0.1569, 0.0130, 0.4017)
O (1.2525, -1.7179, -0.2728)
Se (-2.0040, -0.4855, 0.0072)
H (-0.1563, -1.9212, 1.2941)
H (1.3965, 1.2030, 0.1197)
H (0.0034, 1.9310, -0.6298)
H (0.9051, 0.6512, -1.2589)
H (-0.2794, 0.8123, 1.6564)
H (-1.9112, -0.1674, -1.4441)

Atom charges from the natural (NBO) analysis, given in e for atoms 1 to 4: C 0.377; C -0.658; C -0.382; O -0.518

=====

<x>
A cluster of 2 separate species, C3H6OSe in total. Source: the Open Molecules 2025 dataset; level of theory: ωB97M-V with the def2-TZVPD basis set.

Summary:
Molecular weight, g mol⁻¹: 137.0
Frontier orbital gap, eV: 7.71
SMILES: OC1=C[Se]1.C

Positions of all 11 atoms, in Å:
O (-1.5370, 2.3458, -0.6832)
C (-0.8598, 1.2884, -0.9677)
C (-0.5681, 0.2455, -1.6227)
Se (-2.1638, -0.4859, -0.7912)
H (-1.5964, 2.5050, 0.3015)
H (0.2369, 0.0360, -2.3119)
C (1.3258, -1.0806, 1.1579)
H (0.6971, -0.7386, 0.4971)
H (1.1516, -2.2168, 1.3164)
H (0.9378, -0.7858, 2.2090)
H (2.3757, -1.1129, 0.8948)

Atom charges from the natural (NBO) analysis, given in e for atoms 1 to 4: O -0.608; C 0.377; C -0.388; Se -0.145

=====

Q: Which of them is the least stable? A: <x>.

=====

<w>
The molecule C6H8N4O. Source: the Open Molecules 2025 dataset; level of theory: ωB97M-V with the def2-TZVPD basis set.

Summary:
Molecular weight, g mol⁻¹: 152.2
Frontier orbital gap, eV: 8.97

Positions of all 19 atoms, in Å:
C (1.8368, 2.6291, 0.0946)
C (1.7732, 1.4300, -0.1585)
C (-1.7041, -1.0641, 0.3313)
C (-2.6326, -0.0795, 0.0739)
C (3.0209, -0.8388, 0.0618)
C (1.6791, -0.2743, -0.4372)
N (-0.7995, 0.7996, -0.5769)
N (0.5593, -0.9539, 0.0943)
N (-0.5464, -0.4058, -0.1207)
N (-4.0118, -0.1312, 0.3474)
O (-2.1327, 0.9329, -0.4511)
H (1.7477, 3.5686, 0.5391)
H (-1.6738, -2.0258, 0.8382)
H (3.4592, -0.1290, 0.7553)
H (3.7798, -1.0181, -0.7521)
H (2.6601, -1.8294, 0.5703)
H (1.7292, -0.2508, -1.5280)
H (-4.3769, -1.0396, 0.3907)
H (-4.3677, 0.6799, -0.0722)

Atom charges from the natural (NBO) analysis, given in e for atoms 1 to 4: C -0.315; C -0.038; C -0.256; C 0.505

=====

<x>
The molecule C6H8N4O. Source: the Open Molecules 2025 dataset; level of theory: ωB97M-V with the def2-TZVPD basis set.

Summary:
Molecular weight, g mol⁻¹: 152.2
Frontier orbital gap, eV: 10.32
SMILES: N#CCCN(CCC#N)N=O

Positions of all 19 atoms, in Å:
N (-4.2588, 0.6012, 0.1351)
C (-3.1629, 0.2262, -0.1615)
C (-1.7659, -0.0699, -0.5398)
C (-0.8602, -0.5358, 0.6985)
N (0.4972, -0.8482, 0.2526)
C (1.6365, -0.1661, 0.6881)
C (2.0890, 0.8703, -0.2946)
C (1.0755, 1.9059, -0.4738)
N (0.2245, 2.6834, -0.4703)
N (0.8058, -1.9788, -0.4129)
O (-0.1472, -2.6753, -0.7439)
H (-1.7691, -0.8340, -1.3435)
H (-1.3797, 0.8340, -1.0042)
H (-0.8878, 0.2575, 1.4452)
H (-1.3393, -1.4272, 1.0526)
H (1.4983, 0.3403, 1.6254)
H (2.4309, -0.9136, 0.7869)
H (2.3113, 0.3793, -1.2460)
H (3.0017, 1.3508, 0.0061)

Atom charges from the natural (NBO) analysis, given in e for atoms 1 to 4: N -0.318; C 0.278; C -0.525; C -0.232

=====

Q: Which of them is the least stable? A: <w>.

=====

<w>
The molecule C17H27ClN2O3S2. Source: the Open Molecules 2025 dataset; level of theory: ωB97M-V with the def2-TZVPD basis set.

Summary:
Molecular weight, g mol⁻¹: 407.0
Frontier orbital gap, eV: 8.95
SMILES: CCS[C@H](C)C(=O)N(C)CCOCCN(C)C(=O)c1c(C)csc1Cl

Positions of all 52 atoms, in Å:
C (2.4948, -1.2600, -2.3008)
C (1.1493, -0.7133, -2.7522)
S (1.0528, 1.0453, -2.3224)
C (-0.7134, 1.3568, -2.6629)
C (-1.0352, 1.3593, -4.1505)
C (-0.9850, 2.7330, -2.0621)
O (-0.5622, 3.7262, -2.6296)
N (-1.6788, 2.8098, -0.8910)
C (-1.7863, 4.0995, -0.2293)
C (-2.2917, 1.6938, -0.1892)
C (-1.2984, 0.9445, 0.7015)
O (-1.9379, 0.3018, 1.7931)
C (-2.6442, -0.8771, 1.4625)
C (-1.8543, -2.1816, 1.7576)
N (-0.4596, -1.9860, 2.1019)
C (-0.1400, -1.7664, 3.4994)
C (0.4456, -2.0196, 1.0989)
O (0.1101, -2.0910, -0.0763)
C (1.8992, -1.9842, 1.4679)
C (2.6822, -0.7961, 1.6342)
C (2.1086, 0.5839, 1.5476)
C (3.9899, -1.0901, 1.8638)
S (4.2977, -2.7764, 1.9038)
C (2.6490, -3.1099, 1.5815)
Cl (2.0818, -4.7226, 1.4471)
H (2.5793, -2.3130, -2.5712)
H (3.3197, -0.7196, -2.7685)
H (2.5971, -1.1847, -1.2178)
H (1.0357, -0.8226, -3.8310)
H (0.3449, -1.2441, -2.2452)
H (-1.2698, 0.5703, -2.1539)
H (-2.1035, 1.5271, -4.3088)
H (-0.4817, 2.1559, -4.6425)
H (-0.7719, 0.4040, -4.6028)
H (-1.1758, 4.8200, -0.7629)
H (-2.8238, 4.4419, -0.2203)
H (-1.4386, 4.0202, 0.8035)
H (-3.0738, 2.1054, 0.4515)
H (-2.7857, 1.0276, -0.8962)
H (-0.7052, 0.2370, 0.1145)
H (-0.6152, 1.6728, 1.1397)
H (-3.5652, -0.8728, 2.0467)
H (-2.9258, -0.8652, 0.4063)
H (-2.3126, -2.6994, 2.6018)
H (-1.8948, -2.8376, 0.8908)
H (0.9326, -1.6475, 3.6253)
H (-0.6417, -0.8656, 3.8564)
H (-0.4677, -2.6182, 4.0999)
H (1.2897, 0.7096, 2.2604)
H (2.8686, 1.3326, 1.7665)
H (1.7152, 0.7768, 0.5465)
H (4.7963, -0.3905, 2.0168)

Atom charges from the natural (NBO) analysis, given in e for atoms 1 to 4: C -0.611; C -0.527; S 0.204; C -0.418

=====

<x>
The molecule C17H27ClN2O3S2. Source: the Open Molecules 2025 dataset; level of theory: ωB97M-V with the def2-TZVPD basis set.

Summary:
Molecular weight, g mol⁻¹: 407.0
Frontier orbital gap, eV: 8.97
SMILES: CCS[C@H](C)C(=O)N(C)CCOCCN(C)C(=O)c1c(C)csc1Cl

Positions of all 52 atoms, in Å:
C (0.9225, -1.7636, -4.1347)
C (-0.2204, -1.3785, -3.2074)
S (0.1416, 0.2207, -2.4467)
C (-1.1334, 0.2837, -1.1503)
C (-2.5288, 0.4803, -1.7198)
C (-0.7881, 1.4162, -0.1836)
O (-1.3676, 2.4861, -0.2957)
N (0.1251, 1.2066, 0.8121)
C (0.4083, 2.2993, 1.7230)
C (0.9476, 0.0247, 1.0143)
C (2.3742, 0.1810, 0.4900)
O (3.2014, -0.9525, 0.7467)
C (2.9853, -2.1372, -0.0048)
C (2.6005, -3.2807, 0.9496)
N (1.9164, -4.4192, 0.3449)
C (2.7113, -5.6272, 0.1940)
C (0.6159, -4.3170, 0.0016)
O (-0.0181, -3.2832, 0.1607)
C (-0.0375, -5.5242, -0.5828)
C (0.1552, -6.0074, -1.9119)
C (1.0542, -5.3762, -2.9355)
C (-0.5793, -7.1316, -2.1468)
S (-1.5071, -7.6125, -0.7911)
C (-0.9073, -6.2952, 0.1250)
Cl (-1.4014, -6.0795, 1.7508)
H (0.7043, -2.7019, -4.6467)
H (1.0842, -0.9989, -4.8958)
H (1.8554, -1.8833, -3.5804)
H (-1.1526, -1.3097, -3.7706)
H (-0.3632, -2.1245, -2.4245)
H (-1.1150, -0.6670, -0.6245)
H (-3.2623, 0.5603, -0.9163)
H (-2.5834, 1.3896, -2.3157)
H (-2.8057, -0.3676, -2.3475)
H (-0.2883, 3.1142, 1.5566)
H (0.3068, 1.9563, 2.7552)
H (1.4224, 2.6801, 1.5802)
H (0.9970, -0.1906, 2.0875)
H (0.4971, -0.8618, 0.5808)
H (2.3589, 0.4143, -0.5770)
H (2.8687, 1.0137, 0.9929)
H (2.1986, -1.9810, -0.7505)
H (3.8950, -2.3950, -0.5571)
H (3.4653, -3.6048, 1.5268)
H (1.9116, -2.8489, 1.6791)
H (2.1311, -6.4426, -0.2276)
H (3.5661, -5.4397, -0.4596)
H (3.0876, -5.9499, 1.1667)
H (1.6902, -6.1251, -3.4097)
H (0.4700, -4.9062, -3.7283)
H (1.7074, -4.6174, -2.5037)
H (-0.6302, -7.7009, -3.0616)

Atom charges from the natural (NBO) analysis, given in e for atoms 1 to 4: C -0.613; C -0.532; S 0.197; C -0.426

=====

Q: Which of them is the least stable? A: <x>.

=====

<w>
The molecule C4H6ClNOS. Source: the Open Molecules 2025 dataset; level of theory: ωB97M-V with the def2-TZVPD basis set.

Summary:
Molecular weight, g mol⁻¹: 151.6
Frontier orbital gap, eV: 9.48
SMILES: N/C=C(\CCl)C(=O)S

Positions of all 14 atoms, in Å:
N (-0.4247, -1.5085, 1.5223)
C (0.2683, -0.3276, 1.1845)
C (0.0812, 0.2297, 0.0373)
C (-0.9623, -0.4609, -0.8565)
Cl (-0.5256, -1.8022, -1.7754)
C (0.9544, 1.2482, -0.3178)
O (1.9789, 1.5186, 0.3592)
S (0.5518, 2.2956, -1.8562)
H (-0.8990, -2.0335, 0.6834)
H (-0.0387, -2.1848, 2.2118)
H (1.0960, -0.0479, 1.8915)
H (-1.6399, 0.4110, -1.4307)
H (-1.7749, -0.7222, -0.0965)
H (1.3345, 3.3845, -1.5567)

Atom charges from the natural (NBO) analysis, given in e for atoms 1 to 4: N -0.821; C 0.163; C -0.343; C -0.487

=====

<x>
A structure of composition C4H6ClNOS. Source: the Open Molecules 2025 dataset; level of theory: ωB97M-V with the def2-TZVPD basis set.

Summary:
Molecular weight, g mol⁻¹: 151.6
Frontier orbital gap, eV: 10.04

Positions of all 14 atoms, in Å:
C (1.2305, -0.5912, -0.8670)
C (1.7935, 0.8204, 0.8608)
C (-0.2940, 0.6007, -0.6698)
C (-1.6655, -0.1032, -0.7289)
N (2.0594, -0.2188, -0.0629)
O (-1.9506, -0.6620, 0.5360)
S (0.0530, 1.3288, 0.9155)
Cl (-0.1611, 1.7271, -2.1173)
H (1.3571, -1.2654, -1.6802)
H (2.1582, 0.4987, 1.8136)
H (2.3561, 1.6215, 0.5239)
H (-1.4031, -0.9271, -1.5167)
H (-2.4961, 0.6015, -1.0218)
H (-1.8825, 0.1308, 1.1346)

Atom charges from the natural (NBO) analysis, given in e for atoms 1 to 4: C 0.189; C -0.355; C -0.258; C -0.131

=====

Q: Which of them is the least stable? A: <x>.